1.
The following is a DFT calculation (ωB97M-V/def2-TZVPD) of a molecular structure, C20H21F6MnN3O3S.

```
55
Properties=species:S:1:pos:R:3:mulliken_charge:R:1
Mn -0.567 0.098 0.429 0.324
O 3.378 0.175 -1.093 -0.798
C 2.303 0.291 -0.492 -0.205
N 1.158 -0.343 -0.688 0.138
C 1.146 -1.270 -1.771 -0.969
C -0.250 -1.499 -2.285 0.731
C -0.450 -2.467 -3.268 -0.865
C -1.698 -2.641 -3.816 -0.257
C -2.736 -1.829 -3.373 -0.957
C -2.464 -0.912 -2.382 -0.117
N -1.256 -0.747 -1.822 -0.089
C 2.224 1.297 0.641 0.693
C 3.371 1.885 1.136 -0.682
C 3.255 2.785 2.182 -0.279
C 1.998 3.080 2.691 -0.806
C 0.903 2.450 2.135 -0.048
N 1.016 1.577 1.133 0.035
H 1.575 -2.242 -1.493 0.293
H 1.762 -0.915 -2.604 0.540
H 0.394 -3.064 -3.591 0.424
H -1.866 -3.391 -4.580 0.414
H -3.735 -1.907 -3.781 0.399
H -3.256 -0.270 -2.014 0.525
H 4.318 1.618 0.685 0.489
H 4.137 3.253 2.601 0.420
H 1.864 3.779 3.506 0.411
H -0.101 2.639 2.495 0.463
C 1.162 -2.294 2.309 -1.762
C -0.343 -2.119 2.511 0.969
O -0.981 -1.528 1.467 -0.263
C -0.988 -3.512 2.699 0.500
F -2.327 -3.465 2.708 -0.215
F -0.637 -4.319 1.688 -0.279
F -0.607 -4.118 3.838 -0.277
C -0.568 -1.262 3.785 0.525
F -0.148 0.001 3.554 -0.128
F 0.101 -1.693 4.861 -0.285
F -1.869 -1.177 4.121 -0.270
H 1.321 -2.829 1.376 0.347
H 1.632 -2.840 3.128 0.467
H 1.628 -1.313 2.222 0.271
O -2.062 1.626 1.215 -0.736
S -3.189 0.906 0.469 0.713
C -3.844 -0.431 1.483 -0.335
C -5.309 -0.471 1.074 -0.711
C -5.811 0.979 1.185 -0.703
C -4.698 1.899 0.645 -0.715
H -3.699 -0.109 2.519 0.349
H -3.260 -1.333 1.309 0.215
H -5.877 -1.161 1.694 0.379
H -5.399 -0.821 0.041 0.324
H -6.004 1.217 2.230 0.333
H -6.741 1.127 0.639 0.350
H -4.398 2.696 1.329 0.313
H -4.920 2.336 -0.326 0.397
```

Calculated values
ΔE to the lowest compared entry with this formula, charge and spin	0.5236	eV
molecular weight	552.399	g/mol
expectation value of S²	8.755
total charge	0
LUMO (spin up / spin down)	0.1 / 0.1	eV
gap between HOMO and LUMO (spin up / spin down)	0.3000 / 0.3102	Ha
HOMO (spin up / spin down)	-0.296 / -0.306	hartree
E_tot	-90157.256	eV
2S+1	6

=====

2.
The following is a DFT calculation (ωB97M-V/def2-TZVPD) of a single C3H6N4O molecule in a non-equilibrium geometry.

```
14
Properties=species:S:1:pos:R:3:mulliken_charge:R:1
C 1.381 -0.041 -0.101 0.470
C 0.731 1.127 -0.184 -0.421
C -0.645 0.802 -0.133 0.397
H -1.910 -1.478 1.014 0.221
H -1.887 -2.171 -0.606 0.256
H 0.565 -1.745 0.674 0.284
H 3.077 0.640 -0.008 0.317
H 1.121 2.165 -0.390 0.252
H -1.485 2.497 0.145 0.210
N -1.785 -1.327 -0.057 -0.683
N -0.741 -0.576 -0.323 0.293
N 0.575 -1.142 -0.158 -0.374
N -1.707 1.495 0.078 -0.739
O 2.711 -0.247 0.049 -0.482
```

Calculated values
ΔE to the lowest compared entry with this formula, charge and spin	3.3190	eV
molecular weight	114.108	g/mol
total charge	0
LUMO	0.6	eV
gap between HOMO and LUMO	0.3169	Ha
HOMO	-0.296	hartree
SMILES	[H]/N=c1\cc(O)[nH]n1N
E_tot	-11213.458	eV

=====

Repeat the second record exactly.
The following is a DFT calculation (ωB97M-V/def2-TZVPD) of a single C3H6N4O molecule in a non-equilibrium geometry.

```
14
Properties=species:S:1:pos:R:3:mulliken_charge:R:1
C 1.381 -0.041 -0.101 0.470
C 0.731 1.127 -0.184 -0.421
C -0.645 0.802 -0.133 0.397
H -1.910 -1.478 1.014 0.221
H -1.887 -2.171 -0.606 0.256
H 0.565 -1.745 0.674 0.284
H 3.077 0.640 -0.008 0.317
H 1.121 2.165 -0.390 0.252
H -1.485 2.497 0.145 0.210
N -1.785 -1.327 -0.057 -0.683
N -0.741 -0.576 -0.323 0.293
N 0.575 -1.142 -0.158 -0.374
N -1.707 1.495 0.078 -0.739
O 2.711 -0.247 0.049 -0.482
```

Calculated values
ΔE to the lowest compared entry with this formula, charge and spin	3.3190	eV
molecular weight	114.108	g/mol
total charge	0
LUMO	0.6	eV
gap between HOMO and LUMO	0.3169	Ha
HOMO	-0.296	hartree
SMILES	[H]/N=c1\cc(O)[nH]n1N
E_tot	-11213.458	eV

=====

Copy entry 2 word for word.
The following is a DFT calculation (ωB97M-V/def2-TZVPD) of a single C3H6N4O molecule in a non-equilibrium geometry.

```
14
Properties=species:S:1:pos:R:3:mulliken_charge:R:1
C 1.381 -0.041 -0.101 0.470
C 0.731 1.127 -0.184 -0.421
C -0.645 0.802 -0.133 0.397
H -1.910 -1.478 1.014 0.221
H -1.887 -2.171 -0.606 0.256
H 0.565 -1.745 0.674 0.284
H 3.077 0.640 -0.008 0.317
H 1.121 2.165 -0.390 0.252
H -1.485 2.497 0.145 0.210
N -1.785 -1.327 -0.057 -0.683
N -0.741 -0.576 -0.323 0.293
N 0.575 -1.142 -0.158 -0.374
N -1.707 1.495 0.078 -0.739
O 2.711 -0.247 0.049 -0.482
```

Calculated values
ΔE to the lowest compared entry with this formula, charge and spin	3.3190	eV
molecular weight	114.108	g/mol
total charge	0
LUMO	0.6	eV
gap between HOMO and LUMO	0.3169	Ha
HOMO	-0.296	hartree
SMILES	[H]/N=c1\cc(O)[nH]n1N
E_tot	-11213.458	eV

=====

What did the second record say?
The following is a DFT calculation (ωB97M-V/def2-TZVPD) of a single C3H6N4O molecule in a non-equilibrium geometry.

```
14
Properties=species:S:1:pos:R:3:mulliken_charge:R:1
C 1.381 -0.041 -0.101 0.470
C 0.731 1.127 -0.184 -0.421
C -0.645 0.802 -0.133 0.397
H -1.910 -1.478 1.014 0.221
H -1.887 -2.171 -0.606 0.256
H 0.565 -1.745 0.674 0.284
H 3.077 0.640 -0.008 0.317
H 1.121 2.165 -0.390 0.252
H -1.485 2.497 0.145 0.210
N -1.785 -1.327 -0.057 -0.683
N -0.741 -0.576 -0.323 0.293
N 0.575 -1.142 -0.158 -0.374
N -1.707 1.495 0.078 -0.739
O 2.711 -0.247 0.049 -0.482
```

Calculated values
ΔE to the lowest compared entry with this formula, charge and spin	3.3190	eV
molecular weight	114.108	g/mol
total charge	0
LUMO	0.6	eV
gap between HOMO and LUMO	0.3169	Ha
HOMO	-0.296	hartree
SMILES	[H]/N=c1\cc(O)[nH]n1N
E_tot	-11213.458	eV

=====

What is the molecular weight in the second record?
114.108 g/mol